Entry 1:
Below is 3 unconnected molecules or ions with the total composition C43H45B2FO12S at a distorted geometry, with properties calculated with ωB97M-V/def2-TZVPD.

Geometry (Å):
C  2.94516  -4.46360  -3.67398
C  2.46832  -4.17698  -5.12071
C  1.78358  -2.78249  -5.17371
C  0.39225  -2.87422  -5.87295
C  -0.75108  -3.21409  -4.87667
C  -1.54726  -1.97994  -4.43063
C  -0.68864  -0.69569  -4.35121
B  -0.90128  0.34005  -5.58629
C  0.32868  1.26409  -5.97077
O  -2.07271  0.46736  -6.25811
O  -0.91279  0.13498  -3.17045
S  -0.59071  -0.63640  -1.81833
O  0.76001  -1.05902  -1.85613
O  -0.85040  0.18402  -0.69228
C  -1.71835  -2.07113  -1.85209
F  -2.51850  -2.10745  -0.77975
C  -2.46939  -2.26260  -3.19274
C  -3.86627  -1.54950  -3.27591
C  -4.00557  -0.06206  -2.99034
O  -3.69719  0.32823  -1.66650
C  -3.91894  1.67977  -1.47687
O  -4.81472  2.05071  -0.84303
C  -2.99129  2.70240  -2.13833
C  -1.87417  3.20149  -1.19803
B  -2.90832  -3.80344  -3.14691
O  -2.78476  -4.57181  -2.02183
O  -3.48875  -4.35255  -4.27124
H  3.21051  -3.53412  -3.17409
H  3.84221  -5.08060  -3.70126
H  2.17433  -4.94963  -3.07850
H  3.34297  -4.16989  -5.76622
H  1.77620  -4.96196  -5.42166
H  2.41768  -2.04723  -5.66541
H  1.57533  -2.48701  -4.14566
H  0.17239  -2.01143  -6.50922
H  0.47989  -3.72222  -6.55382
H  -1.37761  -3.91021  -5.41872
H  -0.24977  -3.70742  -4.03719
H  -2.26915  -1.81627  -5.23508
H  0.38390  -0.88626  -4.35187
H  0.96860  0.82662  -6.73547
H  -0.07404  2.23938  -6.24801
H  0.88530  1.40926  -5.04115
H  -2.84877  0.24488  -5.72344
H  -1.03058  -2.91427  -1.76093
H  -4.53797  -2.09362  -2.60629
H  -4.22940  -1.70660  -4.29220
H  -3.44541  0.51753  -3.73431
H  -5.05635  0.20226  -3.17245
H  -2.57997  2.30680  -3.06292
H  -3.63701  3.53848  -2.39716
H  -0.91541  2.80664  -1.52106
H  -2.00030  2.86475  -0.17223
H  -1.80465  4.28658  -1.21110
H  -2.82163  -5.51877  -2.20881
H  -3.49327  -5.31712  -4.21992
C  -1.23555  -1.50758  1.97122
C  -1.35238  -2.89424  1.97390
C  -0.34749  -3.67658  2.52114
C  0.78571  -3.07721  3.05578
C  0.91299  -1.68612  3.02901
C  -0.10623  -0.90724  2.49686
C  2.13723  -1.02525  3.54848
O  2.24617  0.18677  3.52372
C  3.23042  -1.87642  4.08885
C  4.40529  -1.27969  4.52876
C  5.42546  -2.05956  5.04579
C  5.27311  -3.43976  5.13390
C  4.10630  -4.04016  4.69173
C  3.08518  -3.26351  4.15967
C  1.84969  -3.92580  3.65545
O  1.71821  -5.13099  3.72847
H  -2.02288  -0.89620  1.55179
H  -2.23045  -3.36364  1.54960
H  -0.44157  -4.75434  2.52872
H  -0.01610  0.17014  2.48807
H  4.52275  -0.20616  4.46357
H  6.34206  -1.59327  5.38366
H  6.06928  -4.04722  5.54498
H  3.98971  -5.11366  4.75581
C  1.50275  3.79078  1.72452
C  1.39778  2.66625  2.53959
C  1.02598  2.80867  3.86596
C  0.77014  4.07195  4.38518
C  0.89968  5.20130  3.57116
C  1.25607  5.05364  2.23770
C  0.67712  6.56506  4.12006
O  0.78481  7.54754  3.41378
C  0.32626  6.70162  5.56102
C  0.16885  7.96939  6.10722
C  -0.17001  8.11074  7.44192
C  -0.36219  6.98477  8.23656
C  -0.20149  5.71934  7.69874
C  0.15184  5.57260  6.36316
C  0.35472  4.20527  5.80742
O  0.18915  3.22420  6.50350
H  1.78393  3.67855  0.68475
H  1.60252  1.68909  2.13822
H  0.93899  1.93726  4.49823
H  1.34401  5.92563  1.60330
H  0.31492  8.84491  5.48885
H  -0.28731  9.09964  7.86654
H  -0.63397  7.09707  9.27845
H  -0.34636  4.84375  8.31721

Largest force on an atom   3.7 eV/Å
Structure (SMILES)   CCCCC[C@@H]1[C@@H](B(C)O)OS(=O)(=O)[C@@H](F)[C@]1(CCOC(=O)CC)B(O)O.O=C1c2ccccc2C(=O)c2ccccc21.O=C1c2ccccc2C(=O)c2ccccc21
Total energy   -84800.4018 eV
Frontier orbital gap   8.53 eV

---

Entry 2:
Below is a molecular structure, C43H56O3PPt at a distorted geometry, with properties calculated with ωB97M-V/def2-TZVPD.

Geometry (Å):
Pt  -0.18995  0.44408  0.23911
O  -1.70995  0.74229  2.32893
C  -2.20968  -0.44518  2.88190
C  -1.80349  -1.68801  1.69412
O  -1.77018  -2.79233  2.13487
O  -1.66221  -1.17296  0.59590
C  -1.62423  -0.69558  4.23945
C  -1.64429  0.41479  5.10816
C  -1.05207  0.35045  6.34994
C  -0.42134  -0.81766  6.76142
C  -0.42211  -1.92818  5.92147
C  -1.03609  -1.87519  4.68396
C  -3.68266  -0.58490  2.74162
C  -4.31336  -1.80844  3.03006
C  -5.66341  -1.96225  2.80592
C  -6.42287  -0.88912  2.34459
C  -5.81017  0.33702  2.08532
C  -4.45098  0.48827  2.25978
H  -1.19379  1.21071  3.00458
H  -2.19099  1.30495  4.83275
H  -1.09980  1.20403  7.00997
H  0.03790  -0.87286  7.73705
H  0.06540  -2.83859  6.23329
H  -1.04018  -2.75190  4.05637
H  -3.72271  -2.63953  3.38664
H  -6.12701  -2.92234  2.97201
H  -7.48570  -1.00374  2.19694
H  -6.39653  1.16935  1.72697
H  -3.97788  1.43522  2.04877
C  -0.06943  -5.40309  -1.61094
C  -0.76252  -4.25994  -0.86305
C  -2.26197  -4.23305  -1.13358
C  -0.08300  -2.95020  -1.13509
C  0.90940  -2.45666  -0.29218
C  1.59794  -1.25265  -0.51979
C  2.77270  -1.02306  0.42605
C  3.88010  -0.09091  -0.04740
C  2.25014  -0.60207  1.81114
C  1.21660  -0.46138  -1.65827
C  0.29529  -1.04686  -2.58796
C  -0.37715  -2.21947  -2.28205
C  0.13430  -0.51186  -3.99421
C  1.00317  -1.29784  -4.98983
C  -1.31461  -0.54834  -4.49388
C  1.98306  0.73022  -2.14057
C  3.07318  0.48041  -2.98106
C  3.76792  1.51187  -3.58632
C  3.38987  2.82768  -3.36169
C  2.33118  3.10099  -2.51299
C  1.63166  2.07161  -1.88487
P  0.39432  2.48502  -0.60899
C  1.13807  3.70963  0.68229
C  0.40401  3.41227  1.99149
C  2.61588  3.36483  0.83397
C  0.96820  5.17319  0.30991
C  -1.16232  3.16114  -1.47807
C  -0.89537  4.33043  -2.40835
C  -1.67323  1.96371  -2.27889
C  -2.18653  3.49985  -0.40058
H  -0.55538  -6.34448  -1.36742
H  0.98465  -5.47336  -1.35172
H  -0.15002  -5.25332  -2.68805
H  -0.63870  -4.47029  0.21147
H  -2.48795  -4.36371  -2.19000
H  -2.70862  -3.30213  -0.78844
H  -2.73690  -5.06928  -0.62188
H  1.18323  -3.04463  0.57330
H  3.24302  -2.00541  0.55619
H  3.51620  0.91286  -0.23569
H  4.34656  -0.46907  -0.95214
H  4.65223  -0.03203  0.71750
H  1.60729  0.29478  1.71413
H  3.08050  -0.36126  2.47314
H  1.67315  -1.39967  2.27670
H  -1.08751  -2.62279  -2.98381
H  0.50958  0.52220  -4.00096
H  0.72018  -2.34701  -4.99387
H  2.05955  -1.21818  -4.75919
H  0.84747  -0.89935  -5.98910
H  -1.54281  -1.48875  -4.99011
H  -1.45439  0.23241  -5.24001
H  -2.03404  -0.39368  -3.69568
H  3.37126  -0.54270  -3.15476
H  4.60499  1.28880  -4.23215
H  3.93097  3.63659  -3.82664
H  2.06641  4.12621  -2.31098
H  0.62429  2.39924  2.33544
H  -0.67115  3.53582  1.88728
H  0.74456  4.10683  2.75768
H  2.75554  2.31787  1.09608
H  3.03837  3.96178  1.64065
H  3.18482  3.58639  -0.06571
H  -0.07494  5.47037  0.26721
H  1.45941  5.42819  -0.62397
H  1.43471  5.77909  1.08647
H  -0.15897  4.08495  -3.17002
H  -0.58165  5.22380  -1.87906
H  -1.81974  4.58373  -2.92641
H  -0.99501  1.71922  -3.09005
H  -2.63764  2.21336  -2.71908
H  -1.81603  1.08472  -1.63247
H  -1.92663  4.39459  0.15776
H  -2.31080  2.65540  0.28331
H  -3.14646  3.69473  -0.87753

Largest force on an atom   5.3 eV/Å
Total energy   -64149.3208 eV
Frontier orbital gap   3.41 eV
Charge   +3

---

Entry 3:
Below is a molecular structure, C25H39HfN6O5S2Si4 at a distorted geometry, with properties calculated with ωB97M-V/def2-TZVPD.

Geometry (Å):
Hf  -0.07627  -0.13768  -0.21996
N  -2.95867  -1.84849  -3.12905
C  -3.78883  -2.11397  -2.04945
C  -4.95456  -2.86490  -1.94215
C  -5.54377  -2.90067  -0.69735
C  -5.00775  -2.19745  0.39476
C  -3.85435  -1.45270  0.28113
C  -3.22324  -1.43880  -0.96426
N  -2.05791  -0.79671  -1.39341
C  -1.95700  -1.07186  -2.67733
C  -0.82965  -0.53791  -3.41900
C  -0.60482  -0.38651  -4.74926
S  0.86151  0.46292  -4.99029
C  1.08836  0.56007  -3.31671
N  0.14371  -0.00286  -2.60812
H  -3.04612  -2.22700  -4.05690
H  -5.37812  -3.39399  -2.78434
H  -6.44781  -3.47659  -0.55698
H  -5.51717  -2.24097  1.34735
H  -3.46440  -0.89267  1.11839
H  -1.22071  -0.69066  -5.57837
H  1.95282  1.03225  -2.87225
O  -1.92222  -5.05279  3.08524
C  -1.54866  -4.10951  2.46206
C  -0.70906  -4.13455  1.15657
O  -0.32708  -5.10062  0.55763
C  -0.52681  -2.71030  0.82543
C  -1.13343  -1.89326  1.72743
O  -1.06631  -0.58214  1.52518
C  -1.82740  -2.62007  2.78755
O  -2.49098  -2.18007  3.68990
O  0.10850  -2.17783  -0.19910
N  0.11050  1.70095  1.53786
N  -0.49050  2.95604  1.41302
C  -1.07464  3.30837  0.26607
N  -1.65006  4.50514  0.19416
S  -1.06257  2.28173  -1.08249
H  -0.38413  1.15386  2.24022
H  1.08618  1.81429  1.80623
H  -0.50502  3.56019  2.22253
H  -1.66271  5.14968  0.96789
H  -2.11737  4.76889  -0.65610
C  5.76081  -1.59952  -0.47067
Si  3.96384  -1.51726  -1.02522
C  3.99208  -1.06495  -2.86482
C  3.28872  -3.26935  -0.92725
Si  2.65205  0.02091  0.21305
Si  3.64271  2.14600  -0.00555
C  5.52087  2.13767  0.02824
C  3.15939  2.99964  -1.62510
C  3.07156  3.32578  1.37039
Si  3.02578  -0.61877  2.46893
C  4.77637  -0.17541  3.00160
C  1.88023  0.22001  3.73017
C  2.74423  -2.45742  2.73584
H  6.26855  -2.31081  -1.12793
H  5.86215  -1.97547  0.54892
H  6.29241  -0.65073  -0.53238
H  4.70142  -1.74333  -3.34670
H  4.33248  -0.04648  -3.06487
H  3.02700  -1.22127  -3.34889
H  3.80699  -3.85775  -1.69054
H  2.21691  -3.34445  -1.10826
H  3.50002  -3.73930  0.03297
H  5.93692  1.59081  -0.81926
H  5.93474  1.70474  0.93905
H  5.86958  3.17096  -0.04602
H  3.59410  2.51035  -2.49948
H  3.56375  4.01579  -1.60404
H  2.07802  3.08298  -1.76089
H  3.14645  2.90569  2.37643
H  2.05464  3.69400  1.20475
H  3.72039  4.20549  1.34692
H  4.94910  0.90278  2.99395
H  5.54497  -0.64153  2.38516
H  4.91184  -0.52263  4.02961
H  1.92026  1.31219  3.74500
H  2.20886  -0.10832  4.71993
H  0.84091  -0.10326  3.62950
H  3.42707  -3.08775  2.16817
H  1.72531  -2.75611  2.48272
H  2.89885  -2.67022  3.79696

Largest force on an atom   1.1 eV/Å
Total energy   -100224.9858 eV
Frontier orbital gap   7.39 eV
Charge   +1

---

Entry 4:
Below is 2 unconnected molecules or ions with the total composition C25H21N2 at a distorted geometry, with properties calculated with ωB97M-V/def2-TZVPD.

Geometry (Å):
C  5.66607  -2.96565  -1.92595
C  4.35029  -2.26190  -1.77557
C  4.30717  -0.86376  -1.65382
C  3.10690  -0.20775  -1.41605
C  1.87990  -0.91843  -1.35035
C  0.63560  -0.24191  -1.17878
C  -0.54684  -0.78928  -1.64501
C  -1.80368  -0.19178  -1.51978
C  -3.03971  -0.88475  -1.68248
C  -4.27939  -0.18161  -1.76005
C  -5.47999  -0.86444  -1.84700
C  -5.51056  -2.26692  -1.86660
C  -6.82170  -2.98496  -1.89929
C  -4.30139  -2.97404  -1.82716
C  -3.08846  -2.30977  -1.73961
C  1.93936  -2.33322  -1.53004
C  3.14796  -2.98285  -1.73567
H  5.53211  -4.05168  -1.96582
H  6.18887  -2.64813  -2.83714
H  6.32744  -2.73111  -1.08201
H  5.23378  -0.29098  -1.73933
H  3.07824  0.87808  -1.31248
H  0.61949  0.76510  -0.74204
H  -0.48218  -1.72628  -2.20727
H  -1.84882  0.87743  -1.29767
H  -4.25482  0.90950  -1.76039
H  -6.41616  -0.30718  -1.89735
H  -6.67517  -4.06864  -1.90588
H  -7.43640  -2.72703  -1.02718
H  -7.40414  -2.71123  -2.78701
H  -4.33064  -4.06426  -1.85772
H  -2.15903  -2.88082  -1.70304
H  1.02099  -2.92010  -1.50693
H  3.18161  -4.06721  -1.86548
N  1.77737  6.25895  7.51818
C  1.67186  5.66323  6.51363
C  1.54051  4.92144  5.28777
C  0.29075  4.77486  4.67684
C  0.15010  4.01758  3.51583
C  1.26836  3.39013  2.94817
N  1.12959  2.58119  1.82477
C  1.02395  1.83511  0.90808
C  2.52814  3.56017  3.53901
C  2.65765  4.31931  4.69958
H  -0.57652  5.25603  5.12741
H  -0.82554  3.88909  3.04141
H  3.39351  3.07575  3.08065
H  3.63361  4.44472  5.16660

Largest force on an atom   3.4 eV/Å
Total energy   -29237.3584 eV
Frontier orbital gap   6.36 eV
Charge   +1

---

Which formula does entry 3 have? C25H39HfN6O5S2Si4